[1]
Computed, not measured: the molecule C2H5N3S in a non-equilibrium geometry, with the ωB97M-V functional and the def2-TZVPD basis.

Structure (XYZ):
```
11
Properties=species:S:1:pos:R:3:nbo_charge:R:1
H -0.98 1.80 0.12 0.354
N -1.88 1.31 -0.06 -0.651
C -1.55 0.07 -0.05 0.355
N -2.47 -0.94 -0.02 -0.797
C -0.12 -0.37 -0.05 0.006
N 0.80 0.49 0.10 -0.493
S 2.39 -0.20 -0.04 0.168
H -2.19 -1.68 0.56 0.373
H -3.40 -0.63 0.23 0.395
H 0.16 -1.43 -0.29 0.169
H 3.02 0.87 0.42 0.122
```

Calculated values
SMILES: [H]/N=C(N)\C=N\S
Energy, Eh: -641.62520


[2]
Computed, not measured: C6H8BFHgNO4 as an isolated structure in a non-equilibrium geometry, with the ωB97M-V functional and the def2-TZVPD basis.

Structure (XYZ):
```
22
Properties=species:S:1:pos:R:3:nbo_charge:R:1
C -3.17 1.44 0.31 -0.319
C -2.79 0.78 -0.88 -0.075
B -1.37 0.23 -0.96 0.523
O -0.96 -0.74 -1.92 -0.640
C 0.33 -1.12 -1.52 -0.070
C 0.54 -0.41 -0.13 -0.065
C 1.32 -1.22 0.85 0.672
O 0.84 -1.83 1.77 -0.466
N 2.75 -1.18 0.63 -0.709
C 3.30 -0.14 1.43 0.978
O 3.16 1.04 1.27 -0.544
F 3.98 -0.65 2.45 -0.280
O -0.80 -0.17 0.31 -0.705
H -3.25 2.51 0.41 0.268
H -3.58 0.82 1.10 0.288
H -3.52 0.71 -1.69 0.300
H -0.92 1.39 -1.28 0.141
H 0.38 -2.20 -1.37 0.202
H 1.12 -0.81 -2.20 0.191
H 1.03 0.56 -0.26 0.203
H 2.90 -0.88 -0.33 0.391
Hg -1.29 1.86 2.00 0.716
```

Calculated values
Net charge: +1
Energy, Eh: -866.89821


[3]
Computed, not measured: C11H19Be2Br4ClFN2O6PS as an isolated structure in a non-equilibrium geometry, with the ωB97M-V functional and the def2-TZVPD basis.

Structure (XYZ):
```
48
Properties=species:S:1:pos:R:3:nbo_charge:R:1
C 2.03 -0.48 -0.55 -0.903
P 0.72 0.76 -1.17 1.073
O 1.39 1.47 -2.64 -0.944
C -0.87 -0.15 -1.80 -0.255
N -1.65 0.84 -2.64 -0.821
C -1.72 -0.87 -0.60 -0.450
C -3.05 -0.05 -0.11 -0.464
C -4.36 -0.19 -1.10 -0.622
S -5.27 1.47 -1.33 2.079
O -6.40 1.25 -2.41 -0.833
O -5.97 1.94 0.00 -0.767
O -4.25 2.73 -1.85 -0.863
C -0.39 -1.37 -2.83 0.704
O 0.01 -2.57 -2.42 -0.708
O -0.45 -1.15 -4.31 -0.587
H 1.81 -1.61 -0.79 0.301
H 3.06 -0.22 -1.04 0.293
H 2.14 -0.33 0.62 -0.003
H 0.82 2.26 -2.91 0.513
H -2.48 0.42 -3.10 0.401
H -1.86 1.73 -2.14 0.372
H -0.99 -0.92 0.34 0.278
H -1.98 -2.01 -0.84 0.113
H -2.85 1.09 0.16 0.246
H -3.38 -0.55 0.93 0.249
H -5.17 -0.91 -0.60 0.283
H -4.08 -0.70 -2.12 0.261
H -3.71 3.12 -1.10 0.512
C -3.39 6.17 0.45 -0.488
Br -1.96 7.49 0.55 0.091
Br -4.13 6.03 -1.34 0.111
Br -2.81 4.44 1.13 0.070
H -4.19 6.52 1.11 0.236
Be -2.40 -3.24 0.58 0.933
Cl -1.20 -1.55 2.44 -0.694
Be 2.40 -1.04 1.92 0.510
F -8.10 2.08 0.68 -0.404
N 6.52 -1.75 2.51 -0.533
C 6.53 -1.87 3.87 0.046
C 6.77 -3.18 4.18 -0.306
C 6.93 -3.88 2.96 -0.205
C 6.78 -2.97 1.95 0.036
H 6.36 -0.89 2.00 0.428
H 6.35 -1.01 4.51 0.232
H 6.84 -3.60 5.18 0.246
H 7.14 -4.94 2.84 0.261
H 6.82 -3.09 0.87 0.249
Br 7.60 -4.73 -0.03 -0.275
```

Calculated values
Energy, Eh: -12615.76363


[4]
Computed, not measured: a 2-piece molecular cluster, C8H16N2OS overall in a non-equilibrium geometry, with the ωB97M-V functional and the def2-TZVPD basis.

Structure (XYZ):
```
28
Properties=species:S:1:pos:R:3:nbo_charge:R:1
C 0.82 -3.11 0.73 -0.300
C -0.54 -3.27 1.16 -0.286
C 1.19 -1.79 0.83 -0.083
C -1.02 -2.02 1.42 -0.071
C -0.85 2.52 -0.63 -0.660
C 0.06 0.33 -1.72 -0.645
C -2.44 0.49 -0.67 -0.650
C -0.99 0.98 -0.78 -0.107
N 3.56 1.44 -0.01 -1.079
N -0.02 -1.13 1.10 -0.545
O -1.26 1.04 1.94 -0.953
S -0.21 0.66 0.99 1.366
H 1.38 -3.99 0.81 0.220
H -1.14 -4.24 1.23 0.228
H 3.77 2.41 0.08 0.359
H 2.01 -1.16 0.79 0.215
H 2.96 1.24 0.75 0.356
H -1.99 -1.61 1.68 0.227
H -1.48 3.00 0.04 0.238
H 0.17 2.73 -0.46 0.219
H -1.11 3.04 -1.54 0.223
H 0.98 0.19 -1.20 0.229
H 0.15 0.90 -2.58 0.219
H -0.13 -0.73 -2.07 0.232
H -2.76 0.58 0.37 0.247
H -2.95 1.16 -1.29 0.214
H -2.58 -0.55 -1.03 0.223
H 4.42 0.88 0.03 0.365
```

Calculated values
Energy, Eh: -897.28104


[5]
Computed, not measured: C2H4O3P as an isolated structure in a non-equilibrium geometry, with the ωB97M-V functional and the def2-TZVPD basis.

Structure (XYZ):
```
10
Properties=species:S:1:pos:R:3:nbo_charge:R:1
C -0.25 -0.15 -1.11 -0.065
C 0.66 0.54 0.02 -0.827
O 0.20 0.22 2.63 -1.055
O -1.43 -0.53 -0.54 -0.348
O -1.25 -1.38 0.59 -0.558
P 0.60 -0.57 1.47 1.087
H -0.61 0.48 -1.83 0.166
H 0.22 -0.93 -1.59 0.143
H 1.70 0.85 -0.14 0.220
H 0.16 1.45 0.50 0.236
```

Calculated values
Net charge: -1
Energy, Eh: -645.49496
2S+1: 3
⟨S²⟩: 2.0082


[6]
Computed, not measured: C35H45AsKN8S3 as an isolated structure, with the ωB97M-V functional and the def2-TZVPD basis.

Structure (XYZ):
```
93
Properties=species:S:1:pos:R:3:lowdin_charge:R:1
K -0.44 -0.99 0.96 0.432
C 4.65 0.38 3.74 -0.435
S 2.85 0.24 3.83 0.751
C 2.35 0.90 2.24 -1.202
S 0.76 1.60 2.24 0.386
N 3.20 0.75 1.30 -0.095
N 2.92 1.24 0.04 0.040
C 2.02 0.61 -0.58 -0.187
C 1.58 0.93 -1.95 -0.274
C 2.26 1.82 -2.77 -0.022
C 1.73 2.10 -4.01 -0.073
C 0.53 1.50 -4.39 -0.077
C -0.06 0.62 -3.50 -0.146
N 0.45 0.32 -2.31 0.116
H 5.03 0.04 4.70 0.019
H 4.93 1.42 3.58 0.029
H 5.06 -0.24 2.94 0.018
H 1.50 -0.22 -0.12 0.030
H 3.18 2.27 -2.41 0.110
H 2.23 2.79 -4.68 0.101
H 0.07 1.70 -5.34 0.094
H -1.00 0.13 -3.75 0.098
N -1.19 4.26 -0.94 -0.094
N -0.03 3.44 -0.74 -0.074
H -1.80 4.22 -0.13 0.050
H -1.70 3.86 -1.72 0.043
H -0.23 2.67 -0.10 -0.004
H 0.67 4.01 -0.27 0.055
C 5.92 -6.76 -0.85 -0.060
C 4.74 -6.08 -0.19 -0.276
C 4.54 -4.72 -0.31 -0.018
C 3.45 -4.08 0.28 -0.270
C 3.28 -2.60 0.05 -0.081
C 2.52 -4.83 1.02 -0.270
As 1.11 -3.72 1.86 1.274
N -0.17 -3.58 0.57 -0.376
C 0.01 -4.16 -0.67 -0.459
C 0.11 -3.34 -1.82 -0.080
C 0.22 -3.87 -3.09 -0.118
C 0.22 -5.25 -3.29 -0.137
C 0.12 -6.08 -2.18 -0.108
C 0.01 -5.55 -0.90 -0.065
C 0.56 -4.87 3.41 -0.296
C -0.67 -5.48 3.62 -0.290
C -1.75 -5.53 2.57 -0.077
C -0.93 -6.13 4.83 -0.030
C 0.01 -6.18 5.85 -0.282
C -0.28 -6.87 7.15 -0.063
C 1.23 -5.55 5.63 -0.030
C 1.52 -4.89 4.45 -0.295
C 2.87 -4.23 4.31 -0.077
C 2.69 -6.22 1.11 -0.265
C 1.74 -7.16 1.82 -0.052
C 3.80 -6.81 0.52 -0.029
H 6.65 -6.03 -1.19 0.069
H 5.60 -7.34 -1.71 0.077
H 6.42 -7.44 -0.15 0.073
H 5.25 -4.12 -0.88 0.110
H 4.07 -2.22 -0.59 0.082
H 3.30 -2.03 0.99 0.058
H 2.33 -2.40 -0.44 0.049
H 0.12 -2.26 -1.69 0.073
H 0.32 -3.20 -3.94 0.095
H 0.32 -5.67 -4.29 0.084
H 0.12 -7.16 -2.31 0.094
H -0.07 -6.21 -0.06 0.087
H -1.43 -5.00 1.67 0.006
H -2.66 -5.06 2.94 0.080
H -2.00 -6.56 2.31 0.085
H -1.89 -6.61 4.97 0.112
H -1.24 -7.39 7.12 0.067
H -0.31 -6.16 7.98 0.077
H 0.49 -7.61 7.38 0.074
H 1.98 -5.56 6.42 0.112
H 3.42 -4.31 5.24 0.072
H 2.77 -3.16 4.07 0.047
H 3.46 -4.68 3.52 0.071
H 0.71 -6.81 1.78 0.044
H 1.99 -7.26 2.88 0.087
H 1.79 -8.14 1.36 0.078
H 3.92 -7.89 0.60 0.113
S -3.34 -0.48 -0.41 0.528
C -3.40 -2.12 -0.77 -0.917
N -3.17 -2.67 -1.97 0.031
C -3.19 -4.13 -1.95 -0.116
C -3.41 -4.43 -0.46 -0.126
N -3.71 -3.11 0.09 0.032
H -2.74 -2.13 -2.70 0.126
H -2.25 -4.54 -2.32 0.086
H -4.02 -4.50 -2.57 0.112
H -2.50 -4.84 -0.01 0.071
H -4.24 -5.12 -0.29 0.113
H -3.66 -2.92 1.08 0.126
```

Calculated values
Net charge: -1
Energy, Eh: -5829.08470